# 1
{"formula": "C27H54AsF6O27Rb", "method": "ωB97M-V with the def2-TZVPD basis set", "symbols": ["Rb", "As", "F", "F", "F", "F", "F", "F", "C", "O", "C", "O", "O", "C", "H", "H", "H", "H", "H", "H", "C", "O", "C", "O", "O", "C", "H", "H", "H", "H", "H", "H", "C", "O", "C", "O", "O", "C", "H", "H", "H", "H", "H", "H", "C", "O", "C", "O", "O", "C", "H", "H", "H", "H", "H", "H", "C", "O", "C", "O", "O", "C", "H", "H", "H", "H", "H", "H", "C", "O", "C", "O", "O", "C", "H", "H", "H", "H", "H", "H", "C", "O", "C", "O", "O", "C", "H", "H", "H", "H", "H", "H", "C", "O", "C", "O", "O", "C", "H", "H", "H", "H", "H", "H", "C", "O", "C", "O", "O", "C", "H", "H", "H", "H", "H", "H"], "positions_angstrom": [[2.4544, 0.3804, -4.0183], [0.1036, 0.1047, -0.8310], [0.1624, -1.7373, -0.7020], [1.8919, 0.0284, -1.0010], [0.2061, 1.9037, -1.0236], [-1.6837, 0.0242, -0.8321], [0.1621, 0.1685, 0.9616], [-0.0307, -0.1033, -2.6223], [-0.3309, 4.0636, -2.9736], [0.2344, 4.8755, -4.0283], [1.2940, 4.4705, -4.7136], [2.0358, 3.5318, -4.5076], [1.5446, 5.4585, -5.7015], [2.6074, 5.2590, -6.6514], [-0.4799, 3.0255, -3.2707], [-1.2591, 4.4800, -2.5824], [0.3629, 4.1038, -2.1339], [2.6478, 4.2408, -7.0384], [3.6335, 5.3502, -6.2953], [2.4754, 5.8659, -7.5472], [-4.6007, -0.8873, -6.8013], [-3.9154, -0.7706, -5.6023], [-4.2148, -1.5354, -4.5271], [-5.1971, -2.1714, -4.3425], [-3.2264, -1.2752, -3.5701], [-3.2853, -1.9928, -2.3672], [-4.2867, -1.7433, -7.3986], [-4.4359, -0.0085, -7.4248], [-5.6476, -1.1164, -6.6021], [-3.4410, -3.0694, -2.4359], [-4.0461, -1.5119, -1.7522], [-2.3849, -1.8533, -1.7689], [-5.0328, -2.0658, 5.2147], [-5.1454, -1.9081, 3.8225], [-4.4449, -0.9514, 3.2375], [-3.5444, -0.2445, 3.7430], [-4.8748, -0.8907, 1.9497], [-4.1325, -0.1091, 0.9693], [-5.6110, -2.9544, 5.4678], [-5.3055, -1.2725, 5.9107], [-4.0521, -2.4037, 5.5498], [-3.2020, 0.3418, 1.3141], [-4.7168, 0.7456, 0.6284], [-3.9251, -0.7444, 0.1081], [5.3325, 4.6608, 2.9301], [6.1246, 3.9680, 1.9248], [5.5663, 3.1102, 1.1015], [6.2018, 2.6548, 0.1445], [4.4038, 2.7551, 1.4873], [3.5997, 1.7760, 0.8026], [4.2505, 4.6177, 2.8051], [5.6543, 5.6923, 2.7871], [5.6535, 4.4685, 3.9538], [4.0136, 1.3735, -0.1219], [2.5953, 2.1250, 0.5629], [3.7251, 0.8294, 1.3282], [-2.7780, 3.1686, 0.0705], [-3.2721, 3.1909, 1.4117], [-4.5891, 3.5074, 1.5037], [-5.3786, 3.6321, 0.5749], [-4.8659, 3.6890, 2.7521], [-6.1035, 4.3016, 3.1868], [-1.6953, 3.2925, 0.0933], [-3.1846, 3.9376, -0.5864], [-2.8148, 2.1849, -0.3976], [-6.9492, 3.6256, 3.0612], [-6.3936, 5.1001, 2.5038], [-6.0472, 4.7693, 4.1697], [4.8940, -1.8413, -1.2501], [5.3495, -1.6621, 0.0728], [6.4106, -0.8312, 0.3226], [7.0811, -0.2606, -0.4811], [6.5744, -0.5942, 1.6324], [5.9744, -1.3557, 2.6705], [3.8097, -1.9526, -1.2418], [5.3042, -2.7133, -1.7594], [5.1926, -0.9813, -1.8496], [6.6700, -1.4937, 3.4984], [5.6704, -2.3687, 2.4071], [5.1164, -0.7736, 3.0069], [-0.6007, -1.9522, -5.1584], [0.4297, -2.5502, -5.9603], [1.7077, -2.7398, -5.4786], [2.0421, -2.4826, -4.3104], [2.5490, -3.3222, -6.4010], [3.8336, -3.5971, -6.0960], [-1.4374, -1.8412, -5.8482], [-0.3305, -1.0561, -4.5997], [-0.9008, -2.6272, -4.3569], [4.4323, -2.7167, -6.3295], [4.2905, -4.4753, -6.5522], [4.0588, -3.6099, -5.0296], [0.8683, -0.2626, 3.6778], [1.1752, -0.5056, 5.0382], [2.4344, -0.5469, 5.4191], [3.4140, -0.7633, 4.6927], [2.4884, -0.3928, 6.7201], [3.6766, -0.3640, 7.3936], [1.3293, 0.6579, 3.3197], [-0.1700, -0.0939, 3.3923], [1.3785, -0.9520, 3.0051], [3.5995, -0.3057, 8.4794], [4.3532, 0.4162, 7.0449], [4.1830, -1.2905, 7.1228], [-1.3779, -2.5711, 3.1531], [-2.4462, -3.4702, 2.6789], [-2.8715, -4.4817, 3.4264], [-2.4837, -4.8293, 4.5550], [-3.8491, -5.0948, 2.7655], [-4.5940, -6.1975, 3.2974], [-1.1117, -1.8879, 2.3466], [-0.6202, -3.3349, 3.3280], [-1.6509, -2.1182, 4.1062], [-5.3415, -6.5507, 2.5871], [-4.9565, -5.7273, 4.2116], [-3.9609, -7.0675, 3.4715]], "forces_ev_per_angstrom": [[-0.136, 0.210, 0.433], [-0.272, -2.181, 0.317], [-0.212, 2.462, -0.175], [-1.215, 0.404, 0.062], [-0.321, -2.144, 0.365], [1.826, 0.704, 0.333], [0.001, 0.400, -2.132], [0.467, 0.587, 1.048], [1.025, -0.295, 0.681], [-0.355, -0.051, -0.756], [1.340, 1.702, -0.927], [-0.962, 0.061, -0.220], [-0.335, -1.329, 1.110], [0.385, -1.386, -0.311], [0.055, 0.155, -0.158], [0.026, 0.335, -0.786], [0.085, -0.286, -0.068], [-0.607, -0.315, 0.137], [-0.242, 0.707, 0.701], [-0.405, 0.440, 0.566], [-1.358, -1.102, -0.903], [1.640, -0.054, 1.427], [1.256, 1.774, 1.335], [-0.349, -0.783, -0.287], [-0.413, -0.333, -2.738], [-0.476, -0.028, 1.697], [0.517, -0.182, 0.124], [-0.172, 0.138, 0.488], [-0.231, 0.566, -0.115], [-0.328, 0.120, -0.483], [-0.410, -0.494, -0.015], [0.304, 0.170, -0.735], [0.641, -1.631, 1.622], [-0.338, 0.537, 0.060], [2.386, 2.177, -0.415], [-2.616, -2.085, -1.208], [0.786, 0.344, 0.491], [0.036, 0.270, 0.128], [-0.530, 0.240, -0.242], [-0.300, 0.550, -0.821], [0.521, 0.385, -0.523], [-0.009, -0.535, 0.541], [-0.492, -0.207, 0.139], [-0.088, -0.091, 0.375], [0.758, 1.239, -0.406], [-0.137, 0.956, 1.209], [3.499, -1.526, -2.803], [-1.474, 0.980, 1.498], [-3.528, -0.748, 0.455], [1.153, -1.259, -0.750], [0.296, -0.402, -0.063], [-0.283, 0.187, -0.077], [-0.077, -0.869, -0.195], [0.542, 1.137, -0.512], [0.157, 0.044, 0.740], [-0.990, 0.263, 0.924], [1.183, -0.414, -0.568], [-0.813, 0.323, -0.640], [-0.636, 0.223, -2.140], [1.191, -0.213, 0.950], [-0.283, 0.541, 2.752], [-0.684, 0.275, -1.682], [0.022, 0.444, 0.598], [-0.372, -0.119, 0.312], [-0.870, -0.107, 0.092], [0.275, -0.424, 0.534], [0.443, 0.188, -0.218], [0.580, -0.731, 0.012], [0.118, 0.399, -0.846], [0.467, 0.012, 0.873], [-0.673, 0.300, 0.414], [-0.143, -0.483, -0.531], [0.701, -0.498, -0.586], [-0.847, -0.174, 0.450], [0.049, 0.132, 0.269], [0.284, -0.197, 0.404], [-0.096, 0.162, -0.037], [0.252, 0.490, -0.192], [-0.111, 0.214, -0.504], [-0.049, -0.386, 0.239], [-0.246, -0.611, 0.866], [3.132, -0.520, -0.504], [-0.462, -0.380, 1.747], [-0.436, -0.025, -2.606], [-4.921, 0.837, -0.184], [3.517, 1.070, 1.912], [0.237, 0.354, 0.190], [0.200, 0.214, -0.647], [0.041, -0.300, -0.135], [0.330, 0.013, -0.788], [-0.783, 0.018, -0.304], [-0.621, -0.666, 0.326], [1.536, 0.791, -1.891], [-1.225, 0.314, 0.394], [2.297, -0.876, -1.899], [-1.733, 0.687, 1.204], [-2.725, 0.832, 0.560], [2.824, -0.968, -0.250], [0.224, 0.460, 0.528], [-0.144, -0.705, 1.091], [-0.455, -0.670, 0.256], [-0.744, 0.051, -0.268], [-0.221, 0.323, -0.044], [0.407, -0.148, 0.399], [-0.188, -2.406, 0.452], [-0.604, 0.743, -0.267], [0.372, -0.914, 2.413], [-0.499, 1.043, -2.264], [0.085, 0.132, -1.984], [0.963, 0.674, 0.906], [-0.383, -0.200, 0.156], [0.823, 0.783, 0.187], [-0.088, 0.236, -0.320], [-0.083, 0.822, -0.014], [-0.691, -1.115, 0.241], [0.234, 0.221, 0.405]], "total_charge": 0, "gap_ev": 9.24, "lumo_ha": -0.0280, "energy_ev": -161956.727, "relative_energy_ev": 3.853}

# 2
{"formula": "C27H54Cl10NO4S", "method": "ωB97M-V with the def2-TZVPD basis set", "symbols": ["C", "C", "O", "C", "C", "O", "C", "C", "O", "C", "C", "C", "S", "C", "N", "C", "C", "C", "C", "C", "C", "O", "C", "H", "H", "H", "H", "H", "H", "H", "H", "H", "H", "H", "H", "H", "H", "H", "H", "H", "H", "H", "H", "H", "H", "H", "H", "H", "H", "H", "H", "H", "H", "H", "H", "H", "H", "Cl", "C", "C", "Cl", "H", "H", "H", "H", "Cl", "C", "C", "Cl", "H", "H", "H", "H", "Cl", "C", "C", "Cl", "H", "H", "H", "H", "Cl", "C", "C", "Cl", "H", "H", "H", "H", "Cl", "C", "C", "Cl", "H", "H", "H", "H"], "positions_angstrom": [[-0.9454, -2.3520, -7.3841], [-1.5333, -1.0138, -7.8122], [-1.1974, -0.0368, -6.8353], [-2.0772, 1.0611, -6.8055], [-3.0669, 0.8687, -5.6817], [-3.6882, 2.1136, -5.3868], [-4.8827, 1.9900, -4.6672], [-4.6346, 1.8109, -3.1418], [-3.2664, 1.9887, -2.8585], [-2.9044, 1.5616, -1.5731], [-3.3051, 2.6065, -0.5168], [-3.5612, 4.0507, -0.8848], [-4.3308, 4.5596, 0.7130], [-3.0448, 3.6549, 1.4758], [-2.5563, 2.7216, 0.7451], [-1.4078, 1.8788, 1.1075], [-0.5856, 2.4006, 2.2601], [0.5017, 1.3992, 2.6499], [1.1798, 1.8547, 3.9471], [1.6021, 0.6826, 4.8435], [3.0324, 0.2393, 4.5696], [3.0067, -0.9149, 3.7356], [4.1476, -1.0541, 2.9052], [-0.1499, -2.1632, -6.6738], [-0.6256, -2.9507, -8.2264], [-1.7146, -2.8933, -6.8425], [-1.1690, -0.7300, -8.7994], [-2.6173, -1.1165, -7.8404], [-1.5406, 1.9936, -6.6507], [-2.6059, 1.1759, -7.7511], [-3.7901, 0.0838, -5.9059], [-2.4851, 0.5705, -4.8081], [-5.4725, 2.8780, -4.8659], [-5.4774, 1.1474, -5.0174], [-5.2742, 2.5305, -2.6256], [-4.9912, 0.8210, -2.8457], [-3.4623, 0.6478, -1.3697], [-1.8514, 1.2964, -1.5469], [-4.2802, 2.2654, -0.1467], [-4.0937, 4.2648, -1.7944], [-2.5927, 4.5440, -0.8759], [-2.7142, 3.9453, 2.4550], [-1.7201, 0.8482, 1.2589], [-0.7546, 1.8760, 0.2392], [-0.1150, 3.3399, 1.9725], [-1.1890, 2.5930, 3.1413], [1.2463, 1.3232, 1.8636], [0.0121, 0.4392, 2.8112], [2.0512, 2.4622, 3.7214], [0.5132, 2.4923, 4.5246], [1.5160, 0.9417, 5.8903], [0.9150, -0.1373, 4.6728], [3.5672, 1.0499, 4.0741], [3.5788, 0.0238, 5.4893], [4.9880, -0.4535, 3.2472], [4.4859, -2.0840, 2.8764], [3.9005, -0.7166, 1.8986], [8.8837, 0.0239, 0.0334], [7.3263, -0.8325, 0.1405], [6.1905, -0.0211, -0.4236], [5.8143, 1.4128, 0.5733], [7.1532, -1.0844, 1.1841], [7.4289, -1.7560, -0.4270], [5.2804, -0.6236, -0.4462], [6.4119, 0.3235, -1.4314], [-0.8956, -1.7726, 3.1637], [0.1852, -2.7411, 4.2128], [-0.1394, -4.2096, 4.1479], [-1.7185, -4.5839, 4.8861], [0.0944, -2.3572, 5.2264], [1.2020, -2.5645, 3.8673], [0.6126, -4.7699, 4.7004], [-0.1567, -4.5689, 3.1222], [-0.6421, 0.1741, 7.3687], [-0.1019, -0.1673, 9.0347], [0.0744, 1.0959, 9.8354], [1.4423, 2.0724, 9.2405], [0.8246, -0.7325, 8.9762], [-0.8622, -0.7955, 9.4953], [0.2867, 0.8452, 10.8730], [-0.8181, 1.7152, 9.8027], [0.6837, -1.5854, -3.1021], [1.5569, -0.2958, -2.2426], [3.0301, -0.5841, -2.1077], [3.3467, -1.9551, -1.0095], [1.0917, -0.1701, -1.2669], [1.4191, 0.6197, -2.8166], [3.5341, 0.2859, -1.6860], [3.4819, -0.8156, -3.0688], [-0.9551, -2.1807, -3.6401], [-1.2653, -3.9347, -3.7512], [0.0074, -4.7396, -3.8203], [0.8865, -4.4958, -5.3513], [-1.8910, -4.1089, -4.6230], [-1.8246, -4.2149, -2.8602], [-0.2302, -5.8003, -3.7587], [0.6810, -4.4874, -3.0053]], "forces_ev_per_angstrom": [[-0.519, 0.499, 0.294], [0.028, -0.408, 0.208], [0.190, 0.086, -0.066], [-0.345, 0.110, -0.311], [0.532, 0.368, 0.698], [-0.452, -0.268, -0.576], [0.373, 0.053, 0.182], [-0.683, -0.026, -0.666], [0.365, 0.229, 0.279], [0.020, 0.015, -0.133], [-1.430, -0.813, -0.280], [0.864, -0.339, 0.637], [0.787, 0.296, 0.093], [-1.132, 0.887, -0.409], [0.599, -0.060, 0.361], [0.610, 0.029, -0.346], [0.182, 0.012, -0.035], [-0.354, 0.517, 0.434], [-0.076, -0.355, 0.303], [0.515, 0.382, -0.182], [-0.211, -0.323, -0.144], [0.172, -0.059, -0.020], [0.012, 0.292, -0.095], [0.391, -0.102, -0.165], [0.209, -0.107, -0.076], [-0.017, -0.315, 0.114], [0.010, 0.267, -0.072], [-0.211, 0.132, -0.298], [0.299, -0.008, 0.168], [-0.039, -0.022, -0.213], [-0.229, -0.006, -0.088], [-0.015, -0.289, 0.116], [0.050, 0.274, 0.082], [-0.039, -0.192, -0.123], [0.069, 0.150, 0.298], [0.297, -0.181, 0.192], [0.097, -0.204, 0.332], [0.214, 0.268, -0.257], [-0.186, -0.211, -0.109], [-0.465, -0.060, -0.010], [0.020, 0.433, -0.451], [0.207, -0.356, 0.300], [-0.347, -0.052, 0.115], [-0.006, -0.091, -0.258], [-0.066, 0.262, -0.018], [-0.220, -0.064, 0.185], [0.018, -0.276, -0.262], [0.326, 0.035, -0.129], [0.103, 0.213, -0.039], [-0.247, 0.089, -0.027], [-0.034, 0.249, 0.170], [0.007, -0.297, 0.108], [0.139, 0.064, -0.135], [0.010, -0.164, 0.134], [0.070, 0.115, 0.188], [-0.178, -0.277, 0.019], [0.030, -0.065, -0.176], [0.009, 0.013, 0.030], [0.000, -0.057, 0.016], [-0.178, -0.121, -0.076], [0.006, 0.088, 0.004], [0.017, 0.052, 0.020], [-0.024, 0.022, -0.041], [0.289, 0.055, 0.062], [0.052, 0.060, 0.045], [-0.211, -0.238, 0.020], [0.238, -0.115, 0.102], [-0.012, -0.034, -0.017], [-0.012, -0.002, -0.023], [-0.124, 0.035, -0.018], [0.000, 0.060, -0.063], [0.012, 0.041, 0.033], [-0.044, 0.017, -0.006], [-0.122, -0.077, 0.004], [-0.015, -0.105, 0.134], [-0.015, 0.015, 0.078], [-0.008, 0.019, -0.031], [0.028, 0.048, -0.062], [-0.044, 0.048, -0.011], [0.037, -0.033, -0.015], [0.013, 0.019, -0.053], [10.512, 6.088, 4.663], [2.475, 0.657, 0.329], [0.193, 0.972, 0.209], [-0.207, -0.280, 0.016], [-0.056, -0.116, 0.122], [0.063, 0.077, -0.112], [0.281, -0.109, 0.087], [-0.025, -0.089, -0.016], [-11.929, -6.193, -4.666], [-1.647, -1.015, -0.731], [0.074, 0.136, 0.082], [0.035, 0.014, 0.054], [-0.030, -0.319, -0.069], [0.004, -0.057, 0.047], [-0.061, 0.070, 0.017], [0.107, 0.022, -0.006]], "total_charge": 1, "gap_ev": 5.32, "lumo_ha": -0.1401, "energy_ev": -174600.282}